(1)
A structure of composition C26H23AlCl5F2N6O2Se2, computed with ωB97M-V with the def2-TZVPD basis set.

- Highest occupied orbital energy: -5.35 eV
- Energy: -9029.80676 Eh
- Gap between HOMO and LUMO: 7.464 eV
- Molecular weight: 851.67 Da
- Total charge: -1
- Energy above the lowest of the compared OMol25 structures with the same formula, charge and spin: 94.5 kJ/mol

Last column: natural (NBO) charge in e.
Cartesian coordinates (Å):
Al -2.64 -0.46 -0.36  1.81
Cl -5.40 -0.66 6.39  0.03
C -4.93 -0.79 4.73  -0.12
C -4.63 0.35 3.99  -0.05
Cl -4.72 1.90 4.74  0.04
C -4.26 0.24 2.66  -0.14
Cl -3.88 1.65 1.74  0.07
C -4.17 -1.00 2.02  0.40
O -3.80 -1.16 0.78  -0.89
C -4.47 -2.14 2.79  -0.13
Cl -4.32 -3.68 2.02  0.04
C -4.85 -2.04 4.12  -0.06
Cl -5.21 -3.47 5.02  0.04
C 2.77 -3.20 -3.19  -0.61
C 3.61 -2.40 -2.20  -0.40
C 3.20 -2.63 -0.74  -0.40
C 1.86 -2.00 -0.37  -0.23
N 1.95 -0.55 -0.30  -0.40
C 1.32 0.32 -1.15  0.29
Se 0.48 -0.07 -2.71  -0.25
N 1.46 1.56 -0.60  -0.42
C 0.77 2.75 -1.10  -0.22
C 1.56 3.47 -2.18  -0.41
C 2.81 4.19 -1.65  -0.40
C 2.48 5.48 -0.89  -0.61
C 2.17 1.48 0.59  0.19
C 2.56 2.45 1.51  -0.24
C 3.28 2.03 2.62  -0.21
C 3.59 0.68 2.80  -0.21
C 3.19 -0.28 1.89  -0.22
C 2.48 0.14 0.79  0.11
H 3.11 -3.04 -4.21  0.21
H 1.72 -2.91 -3.15  0.23
H 2.84 -4.27 -2.98  0.19
H 3.52 -1.33 -2.43  0.21
H 4.66 -2.67 -2.31  0.19
H 3.98 -2.24 -0.08  0.20
H 3.13 -3.71 -0.55  0.20
H 1.52 -2.36 0.60  0.21
H 1.10 -2.24 -1.11  0.25
H 0.57 3.39 -0.24  0.20
H -0.19 2.42 -1.50  0.26
H 0.89 4.19 -2.65  0.20
H 1.84 2.74 -2.94  0.23
H 3.46 4.43 -2.49  0.20
H 3.37 3.52 -1.00  0.20
H 1.94 6.18 -1.54  0.20
H 3.38 5.97 -0.53  0.21
H 1.84 5.29 -0.02  0.20
H 2.30 3.50 1.37  0.22
H 3.59 2.76 3.35  0.21
H 4.15 0.38 3.68  0.21
H 3.42 -1.33 2.05  0.22
Se -0.45 0.46 3.55  -0.15
C -0.94 0.27 1.87  0.21
N -1.28 0.15 0.76  -0.84
F -2.59 1.37 -2.59  -0.38
C -3.49 0.65 -1.81  0.08
F -4.43 1.57 -1.39  -0.38
H -4.02 -0.01 -2.50  0.14
O -2.00 -1.90 -1.16  -0.69
N -1.99 -3.16 -1.45  0.10
C -3.13 -3.67 -1.80  -0.11
C -3.16 -5.08 -2.12  0.28
N -3.22 -6.20 -2.38  -0.31
C -4.35 -2.92 -1.94  0.26
N -5.35 -2.37 -2.10  -0.28

(2)
A structure of composition C26H23AlF35N2O6S, computed with ωB97M-V with the def2-TZVPD basis set.

- Highest occupied orbital energy: -6.01 eV
- Energy: -5701.56309 Eh
- Gap between HOMO and LUMO: 7.687 eV
- Molecular weight: 1183.46 Da
- Total charge: -1

Last column: Mulliken charge in e.
Cartesian coordinates (Å):
N -1.02 1.95 -2.65  -0.51
Al 0.56 1.66 -1.68  -0.57
C 2.12 2.50 -2.66  0.72
C 3.29 2.73 -1.98  -0.31
C 4.41 3.26 -2.54  -0.56
C 4.32 3.57 -3.87  -0.26
C 3.13 3.35 -4.50  -0.28
N 2.04 2.82 -3.97  -0.57
S 1.08 -0.66 -1.66  0.89
O -0.08 -1.51 -1.39  -0.60
O 1.66 -0.94 -2.96  -0.67
C 2.43 -1.00 -0.38  0.66
F 3.63 -1.02 -0.98  -0.24
F 2.25 -2.21 0.18  -0.24
F 2.48 -0.05 0.55  -0.21
H -1.79 1.48 -2.18  0.19
H -0.91 1.46 -3.54  0.21
H 0.43 2.21 -0.21  -0.12
H 3.33 2.47 -0.92  0.30
H 5.32 3.40 -1.99  0.39
H 5.16 4.00 -4.40  0.36
H 3.07 3.63 -5.55  0.33
C 5.58 -4.24 -0.92  -0.76
C 5.62 -5.77 -1.07  0.97
C 5.48 -6.62 0.19  0.10
F 6.48 -6.40 1.07  -0.23
F 5.52 -7.93 -0.15  -0.27
F 6.73 -6.13 -1.76  -0.29
F 4.56 -6.10 -1.86  -0.31
O 6.82 -3.53 -0.90  -0.38
C 7.55 -3.36 0.25  0.81
C 8.92 -4.04 0.17  0.20
F 8.80 -5.36 -0.04  -0.22
F 9.57 -3.86 1.35  -0.26
F 6.85 -3.74 1.34  -0.29
F 7.77 -2.03 0.38  -0.29
H 5.09 -3.87 -1.82  0.39
H 4.93 -3.93 -0.10  0.33
H 4.53 -6.42 0.69  0.29
H 9.51 -3.60 -0.64  0.22
C -2.81 5.11 1.13  -0.69
C -1.31 4.90 0.85  0.92
C -0.36 4.88 2.05  0.15
F -0.36 6.05 2.72  -0.25
F 0.90 4.67 1.62  -0.25
F -0.89 5.80 -0.07  -0.31
F -1.22 3.67 0.27  -0.15
O -3.35 6.42 0.95  -0.43
C -3.33 7.36 1.96  0.80
C -2.50 8.59 1.58  0.17
F -1.22 8.25 1.30  -0.21
F -2.48 9.46 2.61  -0.27
F -2.94 6.83 3.13  -0.27
F -4.61 7.79 2.13  -0.32
H -3.32 4.52 0.37  0.43
H -3.10 4.68 2.08  0.53
H -0.63 4.07 2.74  0.21
H -2.92 9.08 0.70  0.23
C -6.76 2.89 4.52  -0.72
C -7.37 1.90 5.53  0.87
C -6.89 1.97 6.98  0.10
F -5.57 1.71 7.09  -0.21
F -7.55 1.04 7.71  -0.27
F -7.24 0.64 5.05  -0.27
F -8.71 2.17 5.57  -0.33
O -5.71 2.44 3.67  -0.37
C -4.39 2.47 4.06  0.70
C -3.76 1.08 4.13  0.22
F -4.43 0.29 5.00  -0.24
F -2.49 1.19 4.55  -0.25
F -4.24 3.16 5.21  -0.29
F -3.72 3.17 3.10  -0.43
H -7.57 3.11 3.82  0.41
H -6.52 3.85 4.99  0.34
H -7.10 2.96 7.41  0.28
H -3.78 0.61 3.14  0.27
C -0.88 -4.45 -2.68  -0.70
C -0.02 -4.56 -3.95  0.92
C -0.60 -4.02 -5.26  0.03
F -1.73 -4.66 -5.62  -0.25
F 0.30 -4.20 -6.26  -0.27
F 0.38 -5.85 -4.11  -0.30
F 1.11 -3.85 -3.71  -0.27
O -1.60 -5.62 -2.27  -0.41
C -2.85 -5.92 -2.76  0.76
C -2.85 -7.25 -3.53  0.21
F -2.00 -7.21 -4.57  -0.22
F -4.10 -7.48 -4.02  -0.27
F -3.37 -4.91 -3.49  -0.28
F -3.67 -6.09 -1.69  -0.31
H -0.18 -4.29 -1.87  0.37
H -1.52 -3.56 -2.69  0.43
H -0.81 -2.95 -5.17  0.31
H -2.57 -8.07 -2.88  0.22

(3)
A structure of composition C26H23BBr2N5O3STc, computed with ωB97M-V with the def2-TZVPD basis set.

- Highest occupied orbital energy (spin up / spin down): -10.32 / -9.77 eV
- Energy: -7155.91032 Eh
- Gap between HOMO and LUMO (spin up / spin down): 6.567 / 6.005 eV
- Molecular weight: 754.19 Da
- Expectation value of S²: 3.7707
- Multiplicity: 4
- Total charge: +1
- Energy above the lowest of the compared OMol25 structures with the same formula, charge and spin: 0.0 kJ/mol

Last column: natural (NBO) charge in e.
Cartesian coordinates (Å):
Tc 0.20 -0.73 0.78  0.92
C -1.24 -5.29 -2.96  -0.62
C -1.57 -5.36 -1.48  -0.22
N -1.98 -4.08 -0.93  -0.57
C -1.14 -3.09 -0.62  0.34
S -1.86 -1.63 0.08  -0.28
N 0.14 -3.26 -0.89  -0.45
N 0.91 -2.22 -0.45  -0.25
C 2.16 -2.17 -0.82  0.24
C 2.76 -3.17 -1.75  -0.68
C 2.95 -1.09 -0.21  0.16
C 4.30 -0.90 -0.45  -0.22
C 4.97 0.11 0.22  -0.14
C 4.29 0.91 1.12  -0.24
C 2.94 0.68 1.31  0.08
N 2.28 -0.28 0.66  -0.49
H -1.02 -6.28 -3.35  0.22
H -0.37 -4.66 -3.13  0.22
H -2.08 -4.88 -3.53  0.21
H -0.71 -5.72 -0.91  0.21
H -2.39 -6.05 -1.31  0.21
H -2.94 -3.95 -0.66  0.41
H 1.99 -3.56 -2.41  0.26
H 3.17 -4.01 -1.19  0.25
H 3.55 -2.73 -2.35  0.22
H 4.82 -1.54 -1.14  0.24
H 6.03 0.26 0.05  0.24
H 4.78 1.70 1.67  0.24
H 2.34 1.27 1.99  0.23
C -2.93 1.68 -1.81  -0.67
C -3.21 1.75 -0.34  0.38
C -4.51 1.88 0.15  -0.27
C -4.74 2.03 1.49  -0.03
C -3.68 1.90 2.42  -0.13
C -3.83 1.96 3.82  -0.07
Br -5.49 2.37 4.60  0.11
C -2.75 1.71 4.63  -0.22
C -1.52 1.32 4.08  -0.14
Br -0.11 0.85 5.23  0.12
C -1.32 1.21 2.71  0.37
O -0.22 0.74 2.19  -0.79
C -2.41 1.62 1.90  0.15
N -2.19 1.68 0.53  -0.55
H -3.82 1.96 -2.36  0.24
H -2.67 0.64 -2.06  0.27
H -2.10 2.30 -2.11  0.25
H -5.32 1.92 -0.56  0.25
H -5.74 2.22 1.85  0.25
H -2.85 1.75 5.70  0.26
O -0.16 3.09 0.68  -0.65
B -0.78 2.00 0.14  1.25
O -0.08 1.43 -0.90  -0.66
C 1.10 2.17 -0.96  0.20
C 2.17 2.00 -1.79  -0.23
C 3.23 2.90 -1.62  -0.21
C 3.18 3.90 -0.66  -0.20
C 2.08 4.06 0.18  -0.26
C 1.04 3.17 0.00  0.28
H 2.19 1.22 -2.54  0.24
H 4.10 2.81 -2.25  0.23
H 4.01 4.58 -0.56  0.23
H 2.03 4.84 0.92  0.24

(4)
A structure of composition C26H23BaN4O7, computed with ωB97M-V with the def2-TZVPD basis set.

- Highest occupied orbital energy: -11.20 eV
- Energy: -1775.74729 Eh
- Gap between HOMO and LUMO: 7.918 eV
- Molecular weight: 640.82 Da
- Total charge: +1

Last column: Mulliken charge in e.
Cartesian coordinates (Å):
Ba 0.43 0.23 0.08  2.14
O -0.50 -3.24 2.13  -0.46
C 0.30 -2.74 1.21  0.85
O 0.93 -1.70 1.35  -0.84
C 0.50 -3.68 0.03  -0.56
O 0.71 -3.05 -1.22  -0.35
C -0.47 -2.66 -1.97  -0.65
C -1.00 -1.39 -1.34  0.47
O -0.80 -0.28 -1.91  -0.74
O -1.37 -1.47 -0.13  -0.69
H -0.51 -2.62 2.88  0.39
H 1.42 -4.22 0.27  0.33
H -0.31 -4.41 -0.01  0.37
H -0.14 -2.47 -2.98  0.33
H -1.22 -3.45 -1.95  0.38
N 1.67 1.55 -2.05  -0.36
C 2.70 0.74 -2.63  0.61
C 2.93 0.69 -3.97  -0.62
C 3.98 -0.10 -4.51  -0.77
C 4.81 -0.80 -3.69  -0.92
C 4.58 -0.80 -2.29  0.82
C 5.38 -1.54 -1.39  -0.57
C 5.07 -1.58 -0.07  -1.05
C 3.91 -0.90 0.37  -0.35
N 3.17 -0.16 -0.42  0.02
C 3.51 -0.07 -1.76  0.16
H 1.12 2.02 -2.76  0.14
H 2.06 2.25 -1.43  0.28
H 2.31 1.28 -4.63  0.37
H 4.14 -0.10 -5.58  0.40
H 5.64 -1.37 -4.09  0.41
H 6.24 -2.09 -1.75  0.44
H 5.66 -2.15 0.64  0.41
H 3.61 -0.98 1.41  0.55
O -6.48 2.24 -2.92  -0.46
C -5.90 3.36 -2.40  0.56
O -6.43 4.42 -2.52  -0.52
C -4.60 3.16 -1.68  0.67
C -3.73 4.24 -1.60  -0.88
C -2.52 4.11 -0.94  -0.19
C -2.21 2.91 -0.33  0.03
C -3.06 1.82 -0.40  -0.28
C -4.27 1.95 -1.07  -1.05
N -0.96 2.69 0.37  0.28
C -0.52 3.62 1.12  -0.67
C 0.80 3.52 1.85  0.44
C 1.24 4.62 2.54  -0.81
C 2.46 4.55 3.21  -0.34
C 3.18 3.37 3.16  -0.89
C 2.65 2.31 2.43  -0.12
N 1.49 2.36 1.78  0.14
H -5.88 1.50 -2.84  0.30
H -4.01 5.17 -2.08  0.45
H -1.82 4.94 -0.92  0.57
H -2.80 0.87 0.06  0.32
H -4.95 1.11 -1.08  0.40
H -1.09 4.53 1.28  0.52
H 0.64 5.52 2.56  0.41
H 2.83 5.39 3.77  0.45
H 4.13 3.26 3.66  0.42
H 3.20 1.37 2.36  0.32

(5)
A structure of composition C26H23BrN3O5PPt, computed with ωB97M-V with the def2-TZVPD basis set.

- Highest occupied orbital energy (spin up / spin down): -7.98 / -8.96 eV
- Energy: -4579.52902 Eh
- Gap between HOMO and LUMO (spin up / spin down): 8.273 / 5.416 eV
- Molecular weight: 763.44 Da
- Expectation value of S²: 6.0211
- Multiplicity: 5
- Energy above the lowest of the compared OMol25 structures with the same formula, charge and spin: 102.9 kJ/mol

Last column: natural (NBO) charge in e.
Cartesian coordinates (Å):
Pt 0.33 0.63 -0.02  1.36
C 1.50 -0.42 6.79  -0.19
C 1.89 0.57 5.90  -0.21
C 1.44 0.53 4.58  -0.21
C 0.60 -0.51 4.17  -0.28
C 0.20 -1.49 5.07  -0.23
C 0.66 -1.45 6.38  -0.19
P 0.15 -0.59 2.40  1.20
C -1.19 -1.76 2.26  -0.44
C -2.45 -1.37 2.74  -0.10
C -3.53 -2.22 2.58  -0.23
C -3.35 -3.45 1.95  -0.17
C -2.11 -3.83 1.47  -0.20
C -1.02 -2.98 1.61  -0.18
C 1.69 -1.19 1.72  -0.46
C 2.57 -2.13 2.24  -0.12
C 3.80 -2.29 1.62  -0.21
C 4.15 -1.48 0.54  -0.17
C 3.27 -0.53 0.03  -0.25
C 2.02 -0.40 0.62  -0.29
H 1.84 -0.39 7.82  0.22
H 2.55 1.37 6.22  0.22
H 1.76 1.28 3.87  0.22
H -0.45 -2.30 4.74  0.23
H 0.37 -2.22 7.07  0.22
H -2.58 -0.40 3.20  0.21
H -4.51 -1.91 2.90  0.22
H -4.20 -4.11 1.81  0.22
H -1.98 -4.77 0.96  0.22
H -0.06 -3.24 1.17  0.27
H 2.30 -2.73 3.10  0.22
H 4.49 -3.03 1.99  0.22
H 5.12 -1.60 0.08  0.22
H 3.57 0.08 -0.81  0.22
N -0.70 0.93 -2.04  -0.61
N -2.08 0.76 -1.90  -0.51
C -2.57 0.30 -0.67  0.88
O -3.72 -0.07 -0.61  -0.63
O -1.75 0.40 0.34  -0.75
H -0.49 1.85 -2.39  0.39
H -0.27 0.18 -2.57  0.42
H -2.59 0.43 -2.70  0.39
C -0.58 3.17 1.28  -0.28
O 0.03 2.65 0.13  -0.57
H -0.66 4.25 1.22  0.18
H -0.03 2.89 2.18  0.18
H -1.59 2.74 1.36  0.22
Br 4.15 -4.96 -4.87  0.06
C 3.38 -3.40 -4.12  -0.13
C 3.71 -2.16 -4.64  0.01
N 3.19 -1.03 -4.16  -0.41
C 2.32 -1.13 -3.15  0.04
C 1.94 -2.33 -2.56  -0.17
C 2.50 -3.50 -3.06  -0.16
C 0.99 -2.38 -1.37  0.79
O 1.14 -3.31 -0.58  -0.68
O 0.13 -1.42 -1.30  -0.83
H 4.42 -2.07 -5.45  0.20
H 1.91 -0.20 -2.78  0.18
H 2.24 -4.45 -2.61  0.25

(6)
A structure of composition C26H23Cl2N4O10Pm, computed with ωB97M-V with the def2-TZVPD basis set.

- Highest occupied orbital energy (spin up / spin down): -8.39 / -8.39 eV
- Energy: -3504.61746 Eh
- Gap between HOMO and LUMO (spin up / spin down): 7.740 / 7.737 eV
- Molecular weight: 767.39 Da
- Expectation value of S²: 6.0040
- Multiplicity: 5
- Energy above the lowest of the compared OMol25 structures with the same formula, charge and spin: 0.0 kJ/mol

Last column: natural (NBO) charge in e.
Cartesian coordinates (Å):
Pm -0.35 -0.71 0.69  1.65
C -1.07 0.77 -2.61  -0.67
C -1.17 1.88 -1.60  0.27
C -1.24 3.19 -2.02  -0.19
C -1.42 4.20 -1.10  -0.16
C -1.55 3.87 0.23  -0.24
C -1.46 2.54 0.61  0.16
N -1.24 1.57 -0.29  -0.45
C -1.66 2.13 2.04  0.29
C -2.01 3.07 3.00  -0.24
C -2.20 2.66 4.30  -0.14
C -2.00 1.34 4.63  -0.22
C -1.63 0.44 3.64  0.21
N -1.50 0.83 2.37  -0.47
C -1.32 -0.99 3.99  0.19
C -1.51 -1.44 5.29  -0.23
C -1.17 -2.74 5.61  -0.14
C -0.64 -3.55 4.62  -0.24
C -0.49 -3.05 3.34  0.29
C 0.06 -3.97 2.27  -0.67
N -0.82 -1.79 3.04  -0.47
H -1.13 1.18 -3.62  0.23
H -1.89 0.06 -2.47  0.25
H -0.13 0.23 -2.53  0.24
H -1.15 3.41 -3.08  0.22
H -1.47 5.24 -1.41  0.22
H -1.72 4.65 0.96  0.21
H -2.14 4.10 2.73  0.22
H -2.48 3.38 5.06  0.23
H -2.12 1.03 5.66  0.22
H -1.93 -0.80 6.05  0.22
H -1.30 -3.11 6.61  0.22
H -0.36 -4.57 4.83  0.22
H 0.43 -4.88 2.73  0.22
H 0.88 -3.52 1.72  0.25
H -0.71 -4.24 1.55  0.26
O 2.54 -0.22 3.66  -0.78
Cl 2.27 -0.09 2.26  2.52
O 1.74 -1.39 1.72  -0.86
O 3.43 0.31 1.51  -0.78
O 1.13 0.84 2.04  -0.82
C 1.47 -1.98 -5.25  -0.65
C 1.75 -0.55 -4.85  0.04
C 1.29 0.52 -5.61  -0.25
C 1.53 1.82 -5.20  -0.05
Cl 0.90 3.15 -6.16  -0.02
C 2.22 2.09 -4.05  -0.22
C 2.69 1.03 -3.28  -0.26
C 2.44 -0.27 -3.68  0.26
O 2.88 -1.37 -2.97  -0.49
C 2.98 -1.24 -1.56  -0.16
C 1.61 -0.95 -0.98  0.78
O 0.77 -1.90 -0.88  -0.71
O 1.30 0.22 -0.64  -0.70
H 0.94 -2.02 -6.20  0.21
H 0.88 -2.50 -4.49  0.24
H 2.40 -2.55 -5.35  0.23
H 0.74 0.33 -6.52  0.23
H 2.40 3.11 -3.74  0.23
H 3.21 1.23 -2.35  0.24
H 3.69 -0.47 -1.26  0.20
H 3.32 -2.21 -1.20  0.22
O -2.60 -0.73 0.06  -0.49
N -2.26 -1.86 -0.50  0.68
O -2.43 -2.08 -1.68  -0.34
O -1.61 -2.66 0.28  -0.50

(7)
A structure of composition C26H23Cl2N7S2Sn, computed with ωB97M-V with the def2-TZVPD basis set.

- Highest occupied orbital energy: -7.15 eV
- Energy: -3318.91934 Eh
- Gap between HOMO and LUMO: 6.323 eV
- Molecular weight: 687.27 Da
- Energy above the lowest of the compared OMol25 structures with the same formula, charge and spin: 0.0 kJ/mol

Last column: natural (NBO) charge in e.
Cartesian coordinates (Å):
Sn 0.00 -0.45 0.10  1.25
C 3.27 -5.75 -0.48  -0.76
S 1.69 -5.29 -1.25  0.31
C 1.35 -3.70 -0.60  -0.05
S -0.09 -3.01 -1.23  -0.35
N 2.21 -3.21 0.26  -0.45
N 1.94 -1.94 0.69  -0.28
C 2.80 -1.47 1.50  0.06
C 2.71 -0.09 1.99  0.17
C 3.73 0.44 2.78  -0.22
C 3.65 1.76 3.18  -0.15
C 2.56 2.52 2.79  -0.26
C 1.59 1.92 2.00  0.08
N 1.66 0.65 1.62  -0.50
H 3.26 -6.83 -0.36  0.22
H 3.35 -5.26 0.48  0.25
H 4.09 -5.46 -1.13  0.22
H 3.64 -2.08 1.82  0.20
H 4.57 -0.19 3.05  0.23
H 4.43 2.19 3.80  0.22
H 2.46 3.56 3.07  0.23
H 0.73 2.48 1.66  0.22
C 5.38 -0.94 -1.47  -0.24
C 4.35 -1.71 -1.99  -0.19
C 3.05 -1.23 -2.00  -0.24
C 2.75 0.02 -1.48  0.13
C 3.79 0.81 -0.97  -0.21
C 5.10 0.33 -0.97  -0.23
N 1.41 0.46 -1.40  -0.78
C 1.09 1.61 -2.04  0.23
C 1.86 2.08 -3.15  -0.28
C 1.50 3.20 -3.84  -0.14
C 0.35 3.95 -3.50  -0.28
C -0.40 3.55 -2.44  -0.17
C -0.03 2.41 -1.68  0.03
N -0.67 2.05 -0.51  -0.19
N -1.61 2.78 -0.10  -0.24
C -2.11 2.44 1.17  0.29
C -3.21 3.17 1.61  -0.23
C -3.73 2.90 2.86  -0.16
C -3.14 1.91 3.64  -0.26
C -2.05 1.23 3.11  0.05
N -1.54 1.49 1.91  -0.46
H 6.39 -1.32 -1.45  0.21
H 4.55 -2.70 -2.39  0.21
H 2.24 -1.83 -2.41  0.24
H 3.57 1.79 -0.57  0.21
H 5.89 0.94 -0.57  0.21
H 2.71 1.50 -3.46  0.23
H 2.10 3.50 -4.69  0.21
H 0.08 4.82 -4.08  0.21
H -1.28 4.09 -2.13  0.23
H -3.63 3.93 0.96  0.23
H -4.58 3.45 3.23  0.22
H -3.51 1.67 4.62  0.22
H -1.56 0.45 3.67  0.20
Cl -2.41 -0.16 -2.22  -0.01
C -2.83 -1.74 -2.92  -0.39
Cl -4.29 -1.66 -3.92  -0.02
H -3.01 -2.43 -2.10  0.23
H -2.00 -2.07 -3.53  0.24